[1]
Below is a structure of composition C46H64BF3I2NO6, with properties calculated with the ωB97M-V functional and the def2-TZVPD basis.

Geometry as XYZ:
```
123
Properties=species:S:1:pos:R:3:forces:R:3
C 5.3074 -3.0952 0.0662 0.2 0.2 -0.5
C 3.7626 -3.4905 -0.0483 0.9 0.1 -1.6
O 3.2301 -4.2234 1.0844 0.8 2.3 1.0
C 3.5340 -3.6023 2.3256 1.6 -2.3 3.6
O 3.9960 -4.3369 3.2362 -2.0 2.6 -3.5
C 3.2980 -2.0691 2.6865 -0.7 0.6 -0.6
C 1.7367 -1.7492 3.0314 0.2 -0.8 -0.9
C 0.9767 -1.6534 1.6220 -0.9 0.2 0.1
C -0.1628 -0.5024 1.5631 0.4 1.0 -1.1
C 0.3870 0.8787 0.8532 0.1 -2.8 0.6
C 1.8346 1.1987 1.4449 -0.4 1.3 0.6
C 2.3886 2.6691 1.1208 1.1 -0.1 0.2
C 3.9558 2.6648 1.5401 0.5 -0.8 -0.2
C 4.8979 2.2800 0.3092 -0.1 0.6 -3.8
O 4.6087 2.5652 -0.8880 0.5 -1.0 4.3
O 6.1234 1.6040 0.5234 -2.3 0.2 0.2
C 0.2573 0.4463 -0.7144 -0.3 3.8 0.6
B 1.5681 0.6113 -1.6562 1.7 0.1 -2.1
O 2.8920 0.1383 -1.3703 -2.7 -0.8 -0.7
O 1.3757 1.2700 -2.9397 -0.1 -0.4 2.5
C 1.3739 2.7134 -2.7737 0.4 1.4 -0.7
N -0.6439 -0.7531 -0.8415 -1.0 -0.2 -1.2
C -0.1477 -2.0125 -1.4845 1.0 -2.8 -1.2
C -0.3118 -2.0287 -3.0923 0.7 0.3 -0.6
C 0.5048 -3.2483 -3.7876 0.2 -0.1 -0.2
C 0.7167 -4.5218 -2.8365 0.3 -0.3 -1.2
C 1.8848 -2.7613 -4.4762 -0.9 -1.3 -0.7
C 1.6175 -1.8798 -5.8041 1.7 0.9 0.5
C 2.7451 -0.7167 -5.7911 -1.6 2.0 -0.5
C 2.4674 0.6442 -6.0477 0.9 -1.9 0.5
C 1.0207 1.1637 -6.4962 1.0 0.1 0.5
C 3.6239 1.7583 -5.9156 -1.4 -0.1 -0.6
C -1.3484 -0.8046 0.4839 -1.2 0.5 3.0
C -2.4048 -1.9367 0.8153 -1.5 -1.5 -1.2
I -2.1706 -2.9687 2.7527 0.3 1.0 -1.1
C -3.5051 -2.3399 0.0207 2.3 1.7 1.1
C -3.7686 -1.6333 -1.3853 -1.2 -1.6 0.3
I -4.8669 -3.8994 0.7521 0.8 1.3 -1.1
H 5.5456 -2.3855 0.9393 -0.4 -1.2 -1.2
H 5.9948 -4.0170 0.0868 -1.2 1.4 0.2
H 5.5809 -2.5138 -0.8936 -0.5 -0.9 1.4
H 3.1619 -2.5542 -0.3123 0.6 -1.1 0.6
H 3.6713 -4.1917 -0.9588 0.0 0.9 1.6
H 3.9228 -1.7414 3.5779 -0.6 -1.0 -1.2
H 3.6239 -1.4297 1.7809 -0.6 -0.8 1.4
H 1.2559 -2.6213 3.6096 0.9 1.3 -0.7
H 1.6191 -0.8195 3.6857 0.4 -1.2 -1.1
H 1.7221 -1.4635 0.7758 -1.0 -0.1 1.2
H 0.5059 -2.6758 1.4196 0.6 1.4 0.2
H -0.5076 -0.1097 2.5869 0.1 -1.3 -1.5
H -0.4407 1.6239 1.1110 1.6 -0.5 -0.5
H 2.6483 0.4545 1.1629 -1.4 0.8 0.0
H 1.7409 1.1412 2.5962 0.1 0.1 -1.7
H 1.9103 3.5009 1.7379 0.3 -1.3 -0.8
H 2.2750 2.9450 0.0212 0.3 -0.4 1.4
H 4.1143 1.8493 2.3427 -0.2 1.4 -1.1
H 4.2956 3.6607 1.9762 -0.4 -1.3 -0.7
H 6.3086 1.0664 -0.2863 -0.2 1.0 0.6
H -0.4353 1.2897 -1.1019 1.2 -1.2 0.3
H 3.1619 -0.3762 -2.1695 0.3 1.0 0.5
H 2.4275 3.1056 -3.0347 -1.6 -0.6 0.8
H 1.0531 3.0352 -1.7254 0.5 -0.4 -1.3
H 0.6618 3.2376 -3.5070 0.8 -1.2 1.0
H -1.3522 -0.4245 -1.5342 0.4 -0.5 0.7
H -0.7349 -2.9389 -1.1213 0.7 1.8 -0.1
H 0.9515 -2.2594 -1.2324 -1.7 0.9 -0.2
H 0.0978 -1.0667 -3.5840 -0.6 -1.2 1.0
H -1.3909 -2.1289 -3.4405 1.2 0.2 0.9
H -0.1548 -3.6108 -4.6644 1.0 0.6 1.4
H 1.2681 -4.3108 -1.8617 -1.0 -0.2 -1.2
H 1.3847 -5.2568 -3.4251 -1.1 1.1 1.0
H -0.2862 -5.0499 -2.7049 1.4 0.7 0.3
H 2.5831 -2.2581 -3.7284 -0.9 -0.5 -0.9
H 2.3936 -3.7280 -4.8480 -0.5 1.5 0.8
H 0.5546 -1.4562 -5.8013 1.6 -0.5 -0.1
H 1.7953 -2.4990 -6.7612 -0.6 0.8 1.6
H 3.8014 -1.0614 -5.5237 -1.6 0.6 -0.4
H 0.1970 0.6596 -5.8728 1.2 0.8 -1.1
H 0.8581 1.0102 -7.6143 0.1 0.0 1.5
H 0.9971 2.2905 -6.3093 -0.1 -1.5 -0.2
H 3.9752 2.0292 -6.9786 -0.3 -0.4 1.7
H 4.4882 1.4348 -5.2512 -1.2 0.4 -1.0
H 3.1280 2.7084 -5.4961 0.9 -1.4 -0.5
H -1.9661 0.1577 0.4793 0.7 -1.2 0.0
H -3.7586 -0.4946 -1.3613 0.2 -1.5 0.1
H -4.8311 -1.9471 -1.7070 1.7 0.7 0.4
H -3.0636 -2.1054 -2.1451 -0.8 0.9 0.9
F 3.1757 4.8024 3.8040 0.1 0.1 -0.2
C 2.5695 4.3330 4.9096 -0.4 -0.3 0.8
C 1.4378 3.5423 4.7819 0.0 0.0 -0.2
C 0.8140 3.0522 5.9247 0.3 0.1 0.1
C 1.3226 3.3673 7.1818 0.0 0.0 0.0
C 2.4566 4.1662 7.2978 -0.2 -0.1 -0.2
C 3.0875 4.6475 6.1552 0.2 0.1 -0.1
H 1.0514 3.3144 3.7950 0.0 0.0 0.0
H -0.0665 2.4270 5.8364 0.1 0.1 0.0
H 0.8328 2.9884 8.0729 0.0 0.1 -0.1
H 2.8491 4.4141 8.2780 0.0 0.0 -0.1
H 3.9763 5.2633 6.2267 -0.1 0.0 0.0
F -6.8223 -0.5591 -1.2984 0.3 0.2 0.1
C -7.8783 -1.2966 -1.6907 -0.8 -0.6 -0.3
C -8.5786 -2.0354 -0.7508 0.1 0.0 0.2
C -9.6726 -2.7934 -1.1548 0.1 0.1 -0.3
C -10.0467 -2.8120 -2.4962 0.0 0.0 0.0
C -9.3326 -2.0698 -3.4322 0.0 -0.1 0.3
C -8.2451 -1.3029 -3.0268 0.2 0.1 -0.1
H -8.2677 -2.0150 0.2873 0.0 0.0 -0.1
H -10.2325 -3.3693 -0.4261 0.1 0.1 -0.1
H -10.8976 -3.4070 -2.8114 0.1 0.1 0.0
H -9.6227 -2.0885 -4.4771 0.0 0.0 0.1
H -7.6830 -0.7117 -3.7405 0.0 0.0 0.1
F -2.0472 2.9218 7.0588 0.0 -0.1 0.1
C -2.9252 3.2951 6.1143 -0.5 0.2 -0.5
C -3.8766 4.2576 6.4120 0.0 0.1 0.2
C -4.7829 4.6480 5.4319 0.2 -0.3 -0.2
C -4.7344 4.0635 4.1685 0.0 0.0 0.0
C -3.7779 3.0944 3.8825 -0.1 0.2 0.3
C -2.8639 2.7112 4.8587 0.1 -0.1 0.0
H -3.9044 4.6952 7.4029 0.0 0.0 -0.1
H -5.5267 5.4059 5.6519 0.1 -0.1 0.0
H -5.4449 4.3657 3.4060 0.1 0.0 0.1
H -3.7441 2.6371 2.8991 0.0 0.0 0.1
H -2.1066 1.9641 4.6508 0.0 0.0 0.1
```
Forces are in eV/Å.

Computed properties:
LUMO	-2.880	eV
charge	+1
DFT total energy	-3216.8083	a.u.
HOMO-LUMO gap	7.95	eV
HOMO	-10.83	eV

=====

[2]
Below is a cluster of 2 separate species, C5H11N3 in total, with properties calculated with the ωB97M-V functional and the def2-TZVPD basis.

Geometry as XYZ:
```
19
Properties=species:S:1:pos:R:3:forces:R:3
C -1.7604 -0.5364 0.9612 0.5 -0.4 -0.2
C -1.2922 0.6855 0.2171 -1.1 2.1 0.8
N -0.1862 1.3960 0.7153 -1.5 -1.3 -0.7
N -2.0236 1.2977 -0.6534 0.7 -0.8 0.0
H 0.2381 1.0803 1.5833 0.0 0.7 -0.6
H -0.0955 2.2826 0.2264 0.4 -0.1 0.9
H -2.8285 0.7229 -0.9165 0.3 0.1 0.1
H -1.8926 -1.3494 0.2441 0.0 0.0 0.1
H -2.7301 -0.3413 1.4292 0.3 0.1 0.0
H -1.0359 -0.8616 1.7096 -0.1 0.0 0.0
C 1.9126 0.4952 -0.3604 1.2 -2.9 -3.8
C 0.8909 -0.4957 -1.1963 2.0 0.6 1.9
C 0.7462 -1.7716 -0.8344 0.1 0.5 -0.3
N 2.8888 0.0068 0.3214 -2.5 -0.1 1.5
H 3.3258 0.6965 0.9385 0.6 0.2 -1.0
H 2.0983 1.3787 -0.9851 -0.9 1.0 1.1
H 0.3642 -0.0488 -2.0341 -0.1 0.1 0.3
H 0.0189 -2.4211 -1.3104 0.2 0.0 -0.2
H 1.3613 -2.2165 -0.0554 -0.1 0.3 0.1
```
Forces are in eV/Å.

Computed properties:
LUMO	0.714	eV
relative energy (zero: lowest compared OMol25 entry of this formula, charge and spin)	276.13	kJ/mol
SMILES string	[H]/N=C(\C)N.[H]/N=C/C=C
DFT total energy	-361.2842	a.u.
HOMO-LUMO gap	9.67	eV
HOMO	-8.96	eV

=====

[3]
Below is a cluster of 2 separate species, C4H12N2S in total, with properties calculated with the ωB97M-V functional and the def2-TZVPD basis.

Geometry as XYZ:
```
19
Properties=species:S:1:pos:R:3:forces:R:3
C -1.5494 -0.1715 -0.5873 0.0 0.4 1.3
N -0.1611 0.1639 -0.3184 0.0 -0.5 -0.3
C 0.2364 0.0345 1.0684 1.2 -0.1 0.2
C 1.7846 -0.1986 1.2288 -0.3 -0.4 -1.9
S 2.5190 -1.4012 -0.0275 -2.3 -0.5 -1.1
C -2.5762 0.8947 -0.1251 1.0 -0.6 -0.1
N -2.4090 2.1165 -0.9230 -0.1 -0.1 -0.2
H -1.7985 -1.1443 -0.1193 -0.1 0.2 -0.3
H -1.6577 -0.2385 -1.6726 -0.1 -0.2 0.0
H 0.7633 -1.9576 -1.4796 2.4 0.6 2.0
H -0.0500 0.9717 1.5320 0.3 0.2 0.5
H -0.1810 -0.7483 1.7151 -0.7 -0.4 -0.7
H 2.0290 -0.6738 2.1725 -0.1 0.4 0.2
H 2.3456 0.6991 0.9846 0.0 0.2 0.5
H -3.4710 0.2685 -0.1936 -0.8 1.0 -0.6
H -2.5601 1.2190 0.9210 0.4 -0.6 0.1
H -1.7211 1.9222 -1.6554 -0.4 0.2 0.2
H 0.3880 -0.4694 -0.9073 0.0 0.5 0.4
H -1.9594 2.8268 -0.3473 -0.3 -0.2 -0.2
```
Forces are in eV/Å.

Computed properties:
LUMO	-2.256	eV
relative energy (zero: lowest compared OMol25 entry of this formula, charge and spin)	446.92	kJ/mol
DFT total energy	-667.1247	a.u.
HOMO-LUMO gap	6.78	eV
HOMO	-9.03	eV

=====

[4]
Below is a cluster of 2 separate species, C2H7NS2 in total, with properties calculated with the ωB97M-V functional and the def2-TZVPD basis.

Geometry as XYZ:
```
12
Properties=species:S:1:pos:R:3:forces:R:3
C -0.6217 0.9560 1.5981 1.1 0.7 1.0
C -1.2566 -0.0860 -0.4872 0.4 0.5 -1.8
N -0.3875 0.2490 0.6032 -0.9 -1.1 -1.2
S -2.7829 0.8211 -0.9669 1.8 1.7 -1.6
S 3.4731 -1.4870 -0.8437 -2.3 -0.7 -1.1
H 0.2587 0.9038 2.2387 -0.3 0.6 0.7
H -1.4295 1.6489 1.8892 -0.2 -0.6 -0.6
H 4.4547 -1.1743 -0.1255 2.0 0.6 1.8
H -0.6150 0.1342 -1.4588 -1.3 -1.2 1.9
H -1.6313 -1.1244 -0.3574 1.0 0.5 -0.4
H -3.6574 0.3664 -0.1861 -1.6 -1.2 1.9
H 4.1954 -1.2080 -1.9036 0.2 0.1 -0.8
```
Forces are in eV/Å.

Computed properties:
LUMO	0.862	eV
relative energy (zero: lowest compared OMol25 entry of this formula, charge and spin)	185.50	kJ/mol
SMILES string	C=NCS.S
DFT total energy	-931.4529	a.u.
HOMO-LUMO gap	10.08	eV
HOMO	-9.22	eV